[1]
{"formula": "C26H51BrN2O10PS4", "method": "ωB97M-V/def2-TZVPD", "total_charge": 1, "orbital_gap_ev": 8.51, "energy_ha": -6390.661682, "homo_ha": -0.40815, "symbols": ["C", "C", "C", "Br", "C", "O", "C", "C", "C", "N", "C", "P", "S", "N", "C", "C", "C", "C", "C", "C", "C", "C", "C", "C", "C", "C", "S", "O", "O", "O", "H", "H", "H", "H", "H", "H", "H", "H", "H", "H", "H", "H", "H", "H", "H", "H", "H", "H", "H", "H", "H", "H", "H", "H", "H", "H", "H", "H", "H", "H", "H", "H", "H", "H", "H", "O", "S", "O", "O", "C", "C", "C", "H", "H", "H", "H", "H", "H", "H", "H", "O", "S", "O", "O", "C", "C", "C", "H", "H", "H", "H", "H", "H", "H", "H"], "positions_angstrom": [[-3.489709, -0.443954, -1.424868], [-1.932805, 0.046455, -1.270649], [-1.915617, 1.624856, -1.073699], [-3.232815, 2.297040, 0.309235], [-0.519259, 2.370433, -0.923069], [-0.113835, 2.547473, -2.330657], [1.306793, 2.969661, -2.236229], [1.728173, 1.903577, -1.064837], [1.706421, 0.586098, -2.074060], [2.575505, -0.542183, -1.534730], [1.921834, -1.879621, -1.797559], [3.528901, 1.771313, -0.509638], [4.387027, 3.329046, 0.230362], [0.605976, 1.957773, -0.026944], [0.610877, 0.693048, 0.775376], [-0.494991, 0.478121, 1.905122], [-0.064919, -0.920090, 2.651806], [0.768541, -0.680737, 3.988462], [2.028428, 0.203761, 4.143669], [2.762762, 0.296438, 5.525442], [2.308270, -0.470662, 6.793239], [1.023841, -1.353270, 6.648309], [0.280819, -1.450275, 5.272267], [0.645326, 3.023022, 1.039730], [1.185070, 4.470736, 0.733867], [1.861909, 5.048124, 2.106011], [2.015988, 6.886635, 1.972677], [0.681180, 7.496562, 1.601934], [2.405772, 7.419253, 3.318330], [3.113505, 7.258421, 0.764695], [-3.817376, -1.085237, -0.529447], [-3.545513, -1.156357, -2.336333], [-4.201660, 0.414295, -1.664077], [-1.457740, -0.238360, -2.287251], [-1.505419, -0.580152, -0.423938], [-2.370617, 2.046254, -2.053104], [-0.890058, 3.451704, -0.719952], [1.184022, 4.067651, -1.981833], [1.923219, 2.973247, -3.192595], [0.667322, 0.127310, -2.164543], [2.094313, 0.838440, -3.114941], [3.389895, -0.547909, -2.184849], [1.836516, -1.987498, -2.939110], [0.940568, -2.030796, -1.238483], [2.707317, -2.666442, -1.477423], [4.282365, 1.423993, -1.703426], [3.646708, 0.717313, 0.481587], [1.632583, 0.622224, 1.314501], [0.554300, -0.284724, 0.160272], [-1.554494, 0.280355, 1.538287], [-0.523436, 1.244712, 2.745822], [-1.015013, -1.529158, 2.898498], [0.552063, -1.539866, 1.902676], [2.431635, 0.795957, 3.246424], [3.703637, 0.933191, 5.581465], [2.875396, -0.389713, 7.777576], [0.677028, -1.945231, 7.571143], [-0.647562, -2.126214, 5.265856], [1.194994, 2.654721, 1.990818], [-0.450733, 3.169424, 1.388708], [0.299675, 5.191119, 0.531009], [1.937712, 4.636925, -0.088811], [2.844411, 4.506608, 2.344054], [1.124805, 4.735808, 2.942761], [2.718427, 6.921828, -0.081655], [2.758018, -4.516165, -4.143640], [4.179629, -4.513966, -3.906141], [4.975200, -3.323347, -4.063257], [4.856876, -5.709396, -4.754657], [4.616687, -5.769439, -6.161756], [5.451441, -4.751231, -6.915553], [4.488643, -5.184611, -2.296465], [3.551564, -5.646194, -6.377978], [4.897197, -6.773847, -6.487690], [5.133395, -3.732428, -6.682807], [5.355607, -4.896486, -7.993729], [6.504936, -4.832492, -6.637293], [3.928964, -6.112616, -2.187285], [4.153615, -4.454961, -1.559258], [5.558553, -5.359217, -2.186994], [-6.810505, -1.754475, -0.218874], [-6.999899, -0.840608, 0.878989], [-6.414133, -1.075628, 2.172850], [-8.580579, -0.562367, 1.065448], [-9.455631, -1.679592, 1.227983], [-9.381848, -2.247979, 2.632710], [-6.549421, 0.786859, 0.348399], [-9.245262, -2.448005, 0.478495], [-10.469361, -1.316930, 1.041481], [-8.407452, -2.704155, 2.821459], [-10.146837, -3.013546, 2.779490], [-9.519268, -1.459610, 3.376727], [-7.028711, 0.992750, -0.608042], [-5.464830, 0.811930, 0.239408], [-6.864851, 1.505275, 1.104702]], "atomic_forces_ev_per_a": [[0.5, -1.0, -0.8], [-1.7, -0.5, -0.4], [0.1, -0.9, -1.0], [1.2, -0.4, -0.5], [-4.3, 2.5, -3.0], [2.0, -1.1, 1.2], [-1.1, 1.2, 1.6], [1.4, -0.5, -3.8], [-0.5, -1.8, 0.8], [-0.6, 0.3, -1.4], [1.4, -0.6, -0.7], [1.1, 0.5, 1.0], [-0.1, 0.6, 0.1], [0.7, 0.2, -0.7], [-0.3, -3.3, 1.5], [0.1, -1.2, 1.0], [0.3, 0.3, 0.1], [1.3, -0.4, 3.6], [-1.4, -1.9, 2.8], [-2.3, -1.8, -0.2], [-2.4, -0.3, -4.1], [1.6, 1.9, -2.7], [2.8, 1.7, 0.9], [0.1, 2.0, 2.6], [-0.1, 1.9, 0.5], [-0.7, -2.0, -0.8], [-3.3, 4.0, 3.3], [3.5, -2.6, -0.4], [0.6, -2.0, -3.9], [-1.5, -1.5, 1.1], [0.3, 1.3, -1.2], [0.1, 1.1, 1.5], [1.0, -1.2, 0.6], [-0.4, 0.8, 1.8], [-0.2, 1.1, -1.2], [1.0, -0.5, 1.8], [1.2, -1.7, 0.7], [0.8, -1.2, 0.3], [-1.1, -0.7, 1.2], [1.2, 1.1, 0.0], [-0.8, 0.2, 1.5], [-0.6, -0.2, 1.0], [-0.5, -0.2, 1.7], [1.3, 0.3, -0.8], [-1.6, 1.1, -0.3], [-1.1, -0.3, 0.7], [-0.4, 0.4, -1.2], [-1.7, 0.4, -1.1], [0.2, 2.1, 0.4], [1.5, 0.7, 0.1], [0.1, -0.7, -1.4], [1.6, 1.1, -0.3], [-0.8, 0.7, 1.2], [-0.5, -1.0, 1.6], [-1.5, -0.9, -0.1], [-0.9, -0.1, -1.6], [0.4, 1.0, -1.8], [1.6, 1.2, -0.3], [-0.6, 0.2, -1.9], [1.8, -0.5, -0.7], [1.3, -1.3, 0.2], [-0.8, -0.8, 0.9], [-1.2, 1.2, -0.6], [1.2, 1.4, -1.0], [0.4, 0.5, 0.8], [0.6, 0.4, -0.1], [0.5, -1.0, -0.1], [-0.7, -0.2, 0.0], [-0.4, 0.5, 1.1], [0.0, 0.1, -1.2], [0.0, 0.3, 0.1], [0.1, -0.2, -0.1], [0.0, 0.0, 0.2], [0.0, 0.0, 0.4], [0.0, -0.1, 0.0], [0.0, -0.1, 0.1], [-0.1, -0.1, -0.1], [0.0, 0.1, -0.1], [0.0, 0.0, -0.1], [-0.1, 0.0, -0.1], [0.1, 0.1, 0.7], [-0.8, 0.5, 0.1], [0.0, -0.2, -0.7], [1.1, 0.4, -0.3], [-0.6, -0.9, 0.3], [0.3, -0.1, 0.2], [-0.2, 0.0, 0.0], [0.1, 0.2, 0.0], [0.3, 0.3, -0.1], [-0.1, 0.0, 0.0], [0.0, 0.1, -0.1], [-0.1, -0.1, -0.1], [0.0, -0.1, 0.1], [-0.2, -0.2, 0.1], [0.0, -0.1, 0.0]]}


[2]
{"formula": "C22H44ClN2O4", "method": "ωB97M-V/def2-TZVPD", "spin_multiplicity": 2, "orbital_gap_ev": [8.15, 9.62], "energy_ha": -1735.253674, "homo_ha": [-0.27861, -0.33265], "symbols": ["C", "C", "C", "C", "N", "C", "Cl", "C", "C", "C", "C", "N", "O", "C", "C", "C", "C", "H", "H", "H", "H", "H", "H", "H", "H", "H", "H", "H", "H", "H", "H", "H", "H", "H", "H", "H", "H", "H", "H", "H", "H", "H", "H", "C", "C", "O", "C", "H", "H", "H", "H", "H", "H", "C", "C", "O", "C", "H", "H", "H", "H", "H", "H", "C", "C", "O", "C", "H", "H", "H", "H", "H", "H"], "positions_angstrom": [[6.210382, 2.201526, -2.134213], [4.704029, 2.236594, -2.388479], [3.879397, 2.304055, -1.098878], [2.640366, 3.187346, -1.204832], [1.617279, 2.693443, -2.127042], [0.897409, 1.477668, -1.827434], [1.874353, 0.070769, -2.495444], [0.646622, 1.251375, -0.342473], [-0.263451, 0.082454, 0.065206], [-0.731071, 0.373705, 1.487375], [0.454186, -1.277395, 0.036918], [-1.467208, 0.046415, -0.826664], [-2.602273, -0.138959, -0.271783], [-1.468714, 0.421910, -2.279299], [-1.238038, -0.844792, -3.111314], [-2.839519, 0.993022, -2.626822], [-0.442633, 1.537937, -2.543173], [6.628388, 3.201035, -1.990465], [6.749724, 1.738823, -2.962557], [6.441119, 1.627290, -1.232381], [4.407325, 1.361722, -2.968534], [4.449521, 3.101682, -3.010299], [3.594637, 1.295528, -0.789566], [4.489732, 2.711979, -0.285446], [2.959505, 4.148918, -1.617192], [2.236208, 3.390672, -0.203069], [0.932594, 3.418616, -2.297690], [0.170694, 2.177604, 0.004773], [1.586888, 1.152546, 0.203159], [0.136966, 0.585389, 2.113890], [-1.266970, -0.475771, 1.910712], [-1.391620, 1.240423, 1.521227], [0.346536, -1.813751, -0.901785], [0.046378, -1.915887, 0.826115], [1.526763, -1.167850, 0.207464], [-1.108362, -0.605841, -4.169766], [-0.371201, -1.409673, -2.782138], [-2.113710, -1.489745, -3.003462], [-3.116511, 1.796357, -1.943106], [-3.611482, 0.228155, -2.572819], [-2.802595, 1.387980, -3.645231], [-0.271629, 1.611952, -3.619717], [-0.908461, 2.475249, -2.214491], [-0.746262, 2.629403, 6.425467], [0.146123, 1.860872, 5.481284], [0.005637, 1.919247, 4.282645], [1.223004, 1.014013, 6.115818], [-1.480766, 3.199246, 5.862956], [-1.250192, 1.941100, 7.107049], [-0.146396, 3.300428, 7.043569], [0.773890, 0.280582, 6.788637], [1.879331, 1.638428, 6.725329], [1.801128, 0.507945, 5.347341], [-1.624527, -3.929159, -1.476490], [-0.411253, -4.424106, -2.216952], [0.538177, -3.693919, -2.394732], [-0.444022, -5.838188, -2.743246], [-1.492261, -2.875017, -1.249301], [-2.525942, -4.054417, -2.080172], [-1.802905, -4.479944, -0.551727], [-1.292671, -5.961654, -3.418929], [-0.594598, -6.539247, -1.919635], [0.482824, -6.066574, -3.262905], [-4.394640, -0.822676, 1.667832], [-3.552571, -2.044955, 1.403340], [-3.695566, -2.712542, 0.407500], [-2.499953, -2.371424, 2.436803], [-5.103480, -0.679357, 0.857387], [-4.922522, -0.928341, 2.618577], [-3.752533, 0.056611, 1.752516], [-2.966650, -2.530209, 3.411258], [-1.815555, -1.527155, 2.547679], [-1.946399, -3.259469, 2.141826]], "atomic_forces_ev_per_a": [[0.1, -0.1, 0.1], [-0.1, 0.0, -0.1], [0.0, 0.0, 0.1], [0.0, 0.0, 0.0], [-0.2, -0.1, 0.0], [0.1, -0.1, 0.1], [-0.1, 0.0, 0.0], [0.0, 0.1, 0.0], [-0.1, 0.0, -0.3], [0.0, 0.1, 0.0], [0.0, -0.2, 0.1], [-0.2, 0.5, 0.1], [0.4, 0.0, -0.3], [0.2, -0.2, 0.2], [0.0, -0.1, 0.0], [-0.1, 0.0, 0.0], [0.0, -0.1, -0.1], [-0.1, 0.0, 0.0], [0.0, 0.1, 0.0], [0.0, -0.1, -0.1], [0.0, 0.0, 0.1], [0.1, -0.1, 0.0], [0.1, 0.0, 0.0], [0.0, 0.0, -0.1], [0.0, 0.0, 0.1], [0.0, -0.1, 0.0], [0.1, 0.0, -0.1], [0.0, 0.0, 0.0], [0.0, 0.0, 0.0], [0.0, 0.0, 0.0], [0.5, 0.9, -0.5], [0.1, 0.0, 0.0], [0.1, 0.1, 0.0], [0.0, 0.0, -0.1], [-0.1, 0.1, 0.1], [0.0, 0.1, 0.1], [0.1, 0.1, -0.1], [0.0, 0.1, -0.1], [0.0, 0.0, 0.0], [0.0, 0.0, 0.0], [0.0, 0.0, 0.0], [0.0, 0.0, 0.0], [0.0, 0.0, 0.0], [0.0, 0.0, 0.0], [0.0, 0.0, 0.1], [0.0, 0.0, 0.0], [0.0, 0.0, 0.0], [0.0, 0.0, 0.0], [0.0, 0.0, 0.0], [0.0, 0.0, 0.0], [0.0, 0.0, 0.0], [0.0, 0.0, 0.0], [0.0, 0.0, 0.0], [0.0, 0.1, -0.1], [-0.2, 0.1, 0.1], [0.2, -0.2, -0.1], [0.0, 0.0, 0.0], [-0.2, -0.1, 0.1], [0.0, 0.0, 0.0], [0.1, 0.0, 0.0], [0.0, 0.0, 0.0], [0.0, 0.0, 0.0], [0.0, 0.0, 0.0], [-0.1, 0.0, 0.3], [0.0, 0.3, -0.1], [-0.1, -0.3, 0.1], [-0.1, -0.2, 0.2], [0.0, 0.0, 0.0], [-0.1, -0.1, 0.0], [0.0, -0.1, 0.0], [0.0, 0.0, 0.0], [-0.5, -0.8, 0.4], [0.0, 0.0, 0.0]]}


Number 1: maximum force 6.196 eV/Å. Number 2: maximum force 1.194 eV/Å.